[1]
{"formula": "C7H15N", "method": "ωB97M-V/def2-TZVPD", "mol_weight_g_mol": 113.20, "lumo_energy_ev": 1.038, "smiles": "C=C(CC)C[C@@H](C)N", "energy_ha": -330.3736, "homo_energy_ev": -9.1, "elements": ["H", "C", "C", "H", "H", "C", "H", "H", "H", "H", "H", "H", "H", "C", "C", "H", "H", "H", "H", "C", "H", "N", "C"], "coordinates": [[-0.59530, 1.80587, 1.77752], [0.55235, 2.99944, 0.30411], [-0.10781, 1.63288, 0.87072], [0.83227, 3.61876, 1.07783], [0.72566, -3.40339, -0.77618], [-1.42362, 1.10144, -1.15120], [2.66233, -1.86150, 0.02694], [-0.31799, 3.57676, -0.22075], [0.82654, 1.09703, 1.20217], [1.67864, -1.97178, 1.28105], [-1.77316, -1.18735, 0.17191], [1.77357, -0.39454, 0.79811], [1.45815, 2.89533, -0.23815], [0.40654, -1.44835, -0.42033], [-0.81463, 0.80223, -0.01969], [0.54830, -0.93388, -1.28949], [-1.54516, 2.03878, -1.71048], [-1.97904, 0.42786, -1.74477], [-0.69517, -0.93875, 1.36042], [-0.78613, -0.69007, 0.29859], [-0.49694, -3.09187, 0.32601], [-0.01221, -2.83705, -0.57817], [1.67044, -1.36724, 0.45197]], "mulliken_charge": [0.3815, -1.3014, -0.0917, 0.4475, 0.2543, -1.2068, 0.3195, 0.2589, 0.0855, 0.4189, 0.4750, 0.3436, 0.3312, 0.3941, 0.7077, 0.4136, 0.2940, 0.3372, 0.4982, -1.4989, 0.2559, -0.6888, -1.4291]}

=====

[2]
{"formula": "C15H36FeN5O6", "method": "ωB97M-V/def2-TZVPD", "charge": 1, "mol_weight_g_mol": 438.33, "lumo_energy_ev": [-5.119, -5.255], "multiplicity": 5, "energy_ha": -2581.7560, "homo_energy_ev": [-11.0, -11.0], "elements": ["H", "O", "H", "H", "H", "C", "H", "O", "H", "H", "H", "N", "O", "N", "C", "H", "C", "N", "H", "C", "H", "H", "H", "C", "H", "O", "H", "H", "H", "C", "C", "C", "H", "C", "H", "H", "N", "O", "O", "C", "H", "H", "H", "H", "C", "H", "C", "H", "C", "C", "H", "H", "H", "H", "H", "H", "H", "C", "H", "N", "H", "Fe", "H"], "coordinates": [[3.21964, 5.94255, 12.45128], [-2.42683, 3.08340, 11.09951], [-3.33181, 7.44755, 15.87725], [-2.86642, 6.07466, 13.36232], [-0.10947, 2.79601, 7.38800], [-6.15915, 6.13043, 13.05356], [-2.76349, 3.94768, 9.27980], [-8.03444, 8.28473, 10.86484], [-8.57849, 7.22589, 14.09934], [0.05165, 1.19209, 9.20072], [-0.37376, 1.68073, 10.80589], [-1.07859, 2.88426, 9.25338], [-1.08124, 8.14475, 7.86946], [1.85744, 4.35776, 12.25074], [-4.04126, 7.32727, 18.86039], [1.70406, 6.42015, 11.81088], [-1.04422, 7.36294, 10.54685], [-4.58656, 6.84663, 17.62251], [-3.63116, 6.55384, 19.50691], [-2.12544, 3.33414, 9.93209], [-0.02148, 5.18536, 12.38353], [-7.17499, 8.14234, 14.40183], [-2.78105, 6.16769, 16.84138], [-1.98521, 8.49839, 8.60865], [-1.75024, 2.36165, 7.26419], [-2.45028, 5.29771, 12.98124], [-2.88074, 8.99332, 8.20532], [-6.80520, 5.56173, 13.73286], [0.96370, 2.50781, 10.01131], [2.42931, 5.61189, 11.77148], [0.56733, 4.27263, 12.53849], [-3.71544, 6.64475, 16.51276], [-2.83242, 8.94300, 11.63583], [-0.01223, 2.06310, 9.85364], [-8.35581, 8.74361, 13.28040], [-6.45688, 6.99625, 10.63244], [-7.07803, 7.16062, 12.57497], [-0.00691, 3.21944, 12.85910], [-6.41302, 6.24345, 16.36100], [-7.83511, 7.83988, 13.58164], [-3.47692, 8.26016, 18.84279], [3.72177, 3.40492, 12.49241], [-5.85212, 5.29074, 12.43157], [-4.91236, 7.73394, 19.39354], [-7.22257, 7.46497, 11.26478], [-0.68641, 7.69618, 11.52043], [2.69063, 3.15272, 12.24074], [2.75355, 2.77259, 11.22099], [-3.23740, 8.46073, 10.74182], [-5.90885, 6.62579, 17.40256], [2.35490, 2.41769, 12.96335], [-1.41719, 6.33237, 10.57501], [-5.39825, 6.66447, 13.62186], [-3.70101, 7.54096, 11.10288], [-1.32764, 4.05081, 7.42330], [-0.15365, 7.24718, 9.92750], [2.92116, 5.43786, 10.81539], [-1.08875, 3.05370, 7.78915], [-4.02459, 5.84417, 15.84116], [-2.04357, 8.16837, 9.91227], [-6.47778, 6.81369, 18.32535], [-2.87859, 3.41758, 13.18067], [-3.98712, 9.14873, 10.36102]], "mulliken_charge": [0.3106, -0.5905, 0.3097, 0.1092, 0.3834, -1.0481, 0.4469, -0.5982, 0.3258, 0.4798, 0.4275, 0.1763, -0.5804, 0.1395, -0.9673, 0.2057, -0.7859, 0.1868, 0.3271, -0.0464, 0.0465, 0.2696, 0.3961, 0.1460, 0.3721, -0.1460, 0.3197, 0.4020, 0.2362, -0.8157, 0.4538, -0.9857, 0.3170, -1.1415, 0.3247, 0.3124, 0.0407, -0.6865, -0.5157, -0.9282, 0.3555, 0.3695, 0.3649, 0.3301, 0.1630, 0.3076, -0.9614, 0.3402, -0.9038, -0.0124, 0.2712, 0.0927, 0.2834, 0.2127, 0.3614, 0.3658, 0.3329, -1.0347, 0.1897, 0.1322, 0.3488, 1.0907, 0.3708]}

=====

[3]
{"formula": "C3H9NO2S", "method": "ωB97M-V/def2-TZVPD", "charge": -2, "mol_weight_g_mol": 123.18, "lumo_energy_ev": 5.970, "energy_ha": -723.0526, "homo_energy_ev": 0.1, "elements": ["H", "O", "H", "O", "H", "C", "H", "C", "C", "N", "H", "H", "S", "H", "H", "H"], "coordinates": [[-1.11810, -4.30338, -0.53528], [-0.25423, -4.18861, -0.93957], [0.79991, 2.07068, 1.32612], [0.65226, -2.15251, 0.01511], [1.54699, -0.71909, -1.09311], [0.60859, -0.92093, -0.53501], [-1.52039, 1.87973, 1.14881], [0.42449, 1.59017, 0.40652], [-0.94538, 2.38089, 0.36222], [0.49297, 0.15710, 0.46651], [0.48814, -0.12030, 1.42529], [-0.17835, -0.74941, -1.29823], [-0.76391, 4.13498, 0.74519], [-1.33934, 2.18298, -0.64830], [0.03013, -3.19364, -0.42936], [1.07621, 1.95134, -0.41691]], "mulliken_charge": [0.2095, -0.8504, 0.3135, -0.7763, 0.1564, -0.3463, 0.2136, -0.6699, -0.6843, -0.0513, 0.1749, 0.1910, -0.7626, 0.2212, 0.3978, 0.2631]}

=====

[4]
{"formula": "C33H54N5P2SeV", "method": "ωB97M-V/def2-TZVPD", "charge": 1, "mol_weight_g_mol": 712.68, "lumo_energy_ev": [-3.868, -3.957], "multiplicity": 2, "energy_ha": -5591.5366, "homo_energy_ev": [-7.8, -7.8], "elements": ["H", "C", "C", "H", "H", "C", "H", "H", "C", "C", "H", "C", "H", "H", "C", "H", "H", "C", "H", "H", "N", "C", "C", "H", "C", "C", "H", "H", "C", "H", "C", "C", "H", "C", "H", "H", "C", "H", "C", "H", "C", "N", "H", "C", "H", "H", "H", "H", "H", "H", "C", "H", "H", "C", "H", "H", "C", "N", "V", "H", "H", "H", "H", "H", "H", "H", "H", "H", "H", "N", "C", "Se", "H", "H", "C", "H", "H", "H", "C", "H", "C", "C", "C", "C", "P", "P", "H", "C", "H", "H", "C", "H", "H", "C", "H", "N"], "coordinates": [[-2.09761, -2.99509, -2.40635], [1.37632, 2.33253, 1.77442], [-2.97004, -1.33361, 4.94111], [-1.27823, -1.56891, -4.52219], [1.37629, -0.94679, 2.83359], [2.15403, 4.46035, -2.85055], [-0.50104, -2.21896, -2.42149], [0.23260, 4.41714, -4.63439], [-2.03884, -3.24626, 3.53645], [1.01811, -1.55989, 0.26380], [-2.01879, -5.09982, 1.46641], [-1.43928, -5.54127, 7.10404], [-4.25820, 2.21503, -2.21111], [1.22737, 0.62757, -4.61077], [-3.13290, 0.93076, -3.53261], [-3.24676, 1.47397, -4.47720], [-0.72928, -5.04554, 7.76466], [-2.17423, -3.46767, 5.91210], [2.54581, 4.14475, -3.81369], [-3.75717, -1.70086, -0.36272], [-1.89955, -1.20179, -1.27298], [-1.29010, -5.25634, 4.60507], [-2.38087, -2.69904, 4.77803], [7.86665, 0.04717, -0.48094], [2.27306, 1.46291, -1.91124], [-3.32851, -0.97098, -1.06149], [-1.14129, 3.85850, -3.66094], [-1.56019, -1.66332, -0.42421], [-0.21210, 4.43284, -3.64145], [-1.24913, 0.58252, -4.20092], [-3.45972, 0.42101, -0.45039], [-1.14043, -5.11726, 2.11323], [-3.81186, -1.37211, 5.62904], [1.79160, 0.03951, 2.65676], [0.66214, 2.99109, 1.28416], [-3.11586, 0.34756, 0.58692], [5.76030, 1.49399, -2.69700], [2.02140, -1.72195, 0.65049], [-1.48167, -4.52795, 3.44502], [1.53249, 2.69884, 2.78752], [-3.20428, 1.93639, -2.37170], [3.37657, 0.29007, -0.16332], [-2.96676, -1.53945, -4.04884], [-1.58480, -2.02119, -2.42962], [0.33088, 2.09190, -5.08434], [0.27193, -1.98337, 0.93876], [2.33174, 2.38302, 1.25344], [0.93411, -2.04515, -0.71157], [5.73614, -0.38329, 0.71886], [-1.01081, -0.08564, 2.35985], [1.11692, 1.70023, -4.43978], [2.09382, 5.54804, -2.85315], [1.06477, 4.01972, -0.46596], [6.92613, 1.04693, -2.13342], [-3.31169, -0.92867, 3.99076], [-0.87408, -6.25154, 4.53127], [0.29229, 4.26765, -1.19070], [3.38295, 1.70809, -2.56410], [-0.82397, 0.45605, -1.71453], [-3.98153, 0.24523, -3.46239], [-4.50531, 0.75253, -0.45355], [-2.45065, -3.05351, 6.87104], [5.74467, 2.01993, -3.63791], [-0.79566, -6.14276, 2.21066], [2.76032, -0.04918, 2.16815], [-1.06814, -6.53749, 6.88742], [-2.64220, 2.84117, -2.63184], [-1.19880, 1.59736, 1.83848], [-3.87581, -1.05824, -1.99720], [-2.60354, 1.38442, -1.15889], [4.53989, 0.56674, -0.78705], [-2.36491, -2.29956, 1.94167], [-2.44694, 2.16076, -0.51701], [1.94214, 0.51473, 3.62423], [4.54171, 1.27051, -2.03100], [-0.36142, -4.52872, 1.62338], [-0.62351, 3.72600, -0.92975], [-2.38386, -5.62840, 7.63968], [5.75718, 0.13374, -0.22887], [2.06188, 2.18701, -4.67395], [6.92716, 0.37635, -0.89805], [0.84829, 0.90110, 1.82447], [-1.95976, -1.25972, -3.72097], [-0.56443, 0.90811, 2.40111], [0.69504, 1.99476, -2.67217], [0.68377, 0.23279, 0.06714], [2.86070, 4.16403, -2.07863], [-1.63263, -4.74492, 5.85138], [-2.22858, -0.64797, 5.35357], [7.86274, 1.21461, -2.63870], [0.76430, 3.88831, -2.59411], [0.09887, 5.33879, -1.12874], [-0.45760, 5.46776, -3.40718], [2.26560, 0.71948, -0.70598], [-0.54624, 1.22358, 3.44184], [-1.86908, 0.18828, -3.50039]], "mulliken_charge": [0.5382, -1.8014, -1.8087, 0.3519, 0.2976, -1.9248, 0.0988, 0.3703, 0.6111, -1.6026, 0.3443, -1.4710, 0.5032, 0.4777, -0.8797, 0.5226, 0.3223, -0.6389, 0.3287, 0.7276, 0.2605, -0.8971, 0.5872, 0.4234, 0.1022, -0.8908, 0.2042, -0.4582, -1.6896, 0.3895, -0.6932, -1.5192, 0.4702, -1.7252, 0.2623, 0.1839, -0.4857, 0.6549, 0.4058, 0.5744, -0.6804, 0.1594, 0.3704, -0.3029, 0.4451, -0.1803, 0.3779, 0.3696, 0.5028, 0.1436, -2.0556, 0.5167, 0.2717, -0.6292, 0.2650, 0.2682, -1.5278, -0.1636, -0.5572, 0.3002, 0.4646, 0.4399, 0.4964, 0.3941, 0.2673, 0.3409, 0.1090, 0.1192, 0.3108, 0.2232, 0.2476, -0.2140, 0.2019, 0.5097, 0.2484, 0.1611, 0.0399, 0.3439, -0.5853, 0.4745, -0.6026, 1.8011, -0.7992, -1.3646, 1.6134, 2.8715, 0.3727, 0.5837, 0.2889, 0.4158, 1.7772, 0.6489, 0.5350, -1.6125, 0.5598, -0.1020]}

=====

[5]
{"formula": "C23H26F2NO", "method": "ωB97M-V/def2-TZVPD", "charge": 1, "mol_weight_g_mol": 370.46, "lumo_energy_ev": -6.452, "energy_ha": -1221.4251, "homo_energy_ev": -9.7, "elements": ["H", "C", "H", "C", "H", "F", "H", "C", "H", "H", "C", "C", "C", "C", "H", "H", "H", "O", "H", "C", "H", "H", "N", "C", "C", "H", "C", "C", "H", "C", "H", "H", "H", "H", "C", "H", "C", "C", "C", "C", "H", "H", "H", "H", "H", "C", "C", "H", "F", "C", "C", "C", "H"], "coordinates": [[-4.64035, -2.47083, -1.48733], [1.99343, 2.17099, 2.95063], [0.15053, 2.54815, 3.97888], [0.71760, -2.34581, -1.50497], [-3.17923, 4.42207, -1.62657], [2.52221, -4.55198, 2.49573], [-0.87137, -1.59699, -3.40145], [-0.56252, 1.64943, -1.34671], [-3.60413, 2.75714, -1.02646], [3.22380, -2.11040, -2.05619], [0.54600, 0.99045, 1.23027], [2.70374, -3.91124, 1.29003], [-0.16872, 2.14767, 0.99998], [1.54192, 0.83659, 2.32716], [2.66359, 2.68734, 2.25468], [-0.24660, 0.61892, -1.17051], [0.42092, 4.16673, 1.44270], [-2.20792, 2.94891, -2.58541], [1.10036, 3.99985, 3.67750], [-2.83581, -2.91403, -0.38296], [0.59409, -3.76258, 0.96632], [0.38718, 0.09620, 0.62320], [-0.99940, 2.29113, -0.10322], [0.78003, 3.04950, 3.23393], [-3.55529, -2.45711, -1.48120], [-2.26144, 3.80032, 0.66559], [-0.69743, -2.42812, -1.41203], [-2.79008, 3.42742, -1.36566], [1.13701, 0.20904, 3.13820], [3.09016, -2.61902, -1.10121], [-2.45522, 0.92226, -2.07094], [4.85502, -4.02968, 1.45153], [2.41892, 0.29489, 1.94925], [-1.05128, 4.36243, -0.53767], [4.18415, -3.03628, -0.36763], [2.55910, 1.99403, 3.87184], [1.74675, -2.83387, -0.65777], [-1.43890, -1.96289, -2.54372], [-1.45023, -2.91225, -0.30201], [4.00888, -3.69483, 0.86039], [-1.04342, 3.68855, 2.29430], [0.29226, 2.20974, -1.78085], [-3.34298, -1.59825, -3.45690], [-0.96738, -3.26247, 0.60040], [-1.27083, 1.34697, -3.37124], [-2.82198, -1.97294, -2.57493], [1.57549, -3.52649, 0.57786], [5.19001, -2.85389, -0.74514], [-3.54633, -3.39291, 0.69461], [-0.05630, 3.32087, 1.97372], [-1.74537, 3.54366, -0.26421], [-1.67370, 1.63879, -2.38931], [1.08105, -1.89518, -2.43450]], "mulliken_charge": [0.4927, -0.8776, 0.3442, -0.4600, 0.3707, -0.2925, 0.3820, 0.2436, 0.3314, 0.4086, -0.5678, 0.1173, 0.8039, -0.6499, 0.3416, -0.3405, 0.3342, -0.4185, 0.3923, 0.0130, 0.4867, 0.1673, 0.0468, -0.9935, -0.4613, 0.3045, 1.1919, -0.7126, 0.3196, -0.7402, 0.3189, 0.4906, 0.3392, 0.3300, -0.5780, 0.3541, 1.2747, -0.6971, -0.4400, -0.4777, 0.3583, 0.1285, 0.4373, 0.5121, 0.2855, -0.5351, -0.5342, 0.4194, -0.3072, -0.4785, -0.4741, -0.5218, 0.2172]}